(a)
Computed, not measured: a 2-piece molecular cluster, C6H10O3 overall, with ωB97M-V/def2-TZVPD.

CARTESIAN COORDINATES (ANGSTROEM)
C (0.247, 1.160, 0.088)
C (2.985, -0.290, -0.026)
C (-0.819, -0.158, -1.433)
C (-2.087, 0.760, 0.685)
C (-0.421, -1.121, 0.845)
C (-0.854, 0.088, 0.053)
O (0.217, 2.341, -0.031)
O (2.987, -1.512, -0.088)
O (3.950, 0.614, 0.035)
H (-1.590, -1.035, -1.593)
H (-1.257, 0.797, -2.034)
H (0.058, -0.514, -1.899)
H (-2.834, 0.110, 0.556)
H (-2.027, 1.168, 1.744)
H (-2.455, 1.684, 0.000)
H (-0.640, -0.881, 1.871)
H (-1.031, -2.090, 0.534)
H (0.638, -1.401, 0.919)
H (4.934, 0.280, -0.227)

**Net charge**: 0
**Orbital gap (alpha / beta)**: 6.71 / 9.24 eV
**LUMO (alpha / beta)**: -0.70 / 0.45 eV

(b)
Computed, not measured: a 2-piece molecular cluster, C6H10O3 overall, with ωB97M-V/def2-TZVPD.

CARTESIAN COORDINATES (ANGSTROEM)
C (1.241, 0.497, -0.583)
C (0.249, 1.687, -0.590)
C (-0.680, -1.768, 1.668)
C (-0.861, 0.776, -1.144)
C (-1.822, -1.125, 1.614)
C (0.097, -0.391, -1.134)
O (2.293, 0.696, -1.480)
O (1.697, 0.074, 0.661)
O (0.051, -1.527, -1.494)
H (2.776, -0.135, -1.586)
H (2.281, 0.756, 1.032)
H (0.056, 2.084, 0.403)
H (0.564, 2.482, -1.260)
H (0.136, -1.424, 2.287)
H (-0.502, -2.653, 1.062)
H (-1.725, 0.639, -0.500)
H (-1.198, 1.017, -2.144)
H (-2.650, -1.453, 0.988)
H (-2.003, -0.233, 2.201)

**Net charge**: 0
**Orbital gap**: 10.27 eV
**SMILES**: O=C1CCC1(O)O.C=C
**LUMO**: 0.72 eV

Verdict on stability: (a) comes out at the bottom.

(a)
Computed, not measured: a 2-piece molecular cluster, C3HF overall, with ωB97M-V/def2-TZVPD.

CARTESIAN COORDINATES (ANGSTROEM)
C (2.401, -0.239, -0.330)
C (1.340, -0.469, 0.107)
C (-1.047, -0.073, -0.206)
F (-0.900, 1.209, 0.008)
H (-1.793, -0.429, 0.422)

**Net charge**: 0
**Orbital gap (alpha / beta)**: 7.82 / 8.18 eV
**LUMO (alpha / beta)**: -2.45 / -2.44 eV

(b)
Computed, not measured: C3HF in the gas phase, with ωB97M-V/def2-TZVPD.

CARTESIAN COORDINATES (ANGSTROEM)
C (-2.024, -0.606, -0.084)
C (-0.811, -0.323, 0.163)
C (0.478, 0.150, 0.045)
F (0.957, 1.412, -0.063)
H (1.399, -0.633, -0.061)

**Net charge**: 0
**Orbital gap**: 8.92 eV
**LUMO**: -1.91 eV

Verdict on stability: (a) comes out at the bottom.

(a)
Computed, not measured: an isolated ion of composition C8H15N3 and charge +2, with ωB97M-V/def2-TZVPD.

CARTESIAN COORDINATES (ANGSTROEM)
C (0.162, -1.965, 1.778)
C (1.535, -0.420, -1.198)
C (-1.736, 0.833, 0.460)
C (-0.922, -1.440, -0.673)
C (1.510, 1.171, -0.936)
C (-0.586, 1.893, 0.286)
C (0.543, -1.133, -0.389)
C (-1.266, -0.645, 0.596)
N (1.051, -1.774, 0.740)
N (-0.869, -1.169, 1.781)
N (0.136, 1.746, -0.987)
H (0.354, -2.704, 2.625)
H (1.385, -0.672, -2.313)
H (2.562, -0.637, -1.066)
H (-2.169, 1.228, 1.352)
H (-2.400, 0.916, -0.319)
H (-1.332, -1.055, -1.534)
H (-1.098, -2.582, -0.682)
H (1.901, 1.330, 0.082)
H (2.103, 1.647, -1.646)
H (-1.053, 2.874, 0.357)
H (0.010, 1.593, 1.172)
H (1.988, -1.816, 0.848)
H (-1.560, -1.164, 2.635)
H (0.246, 2.699, -1.335)
H (-0.495, 1.247, -1.634)

**Net charge**: +2
**Orbital gap**: 8.96 eV
**LUMO**: -7.25 eV

(b)
Computed, not measured: an isolated ion of composition C8H15N3 and charge +2, with ωB97M-V/def2-TZVPD.

CARTESIAN COORDINATES (ANGSTROEM)
C (3.225, -1.841, -1.206)
C (1.916, 1.445, -1.219)
C (2.354, -1.779, -0.144)
C (0.140, -0.826, 0.616)
C (-1.009, 0.172, 0.601)
C (1.363, -0.624, 0.122)
C (1.995, 0.726, -0.097)
C (-3.320, 0.540, 0.372)
N (-2.121, -0.294, 0.526)
N (2.603, 1.229, 1.159)
N (-4.460, -0.282, -0.183)
H (3.722, -2.803, -1.366)
H (3.299, -1.156, -1.984)
H (2.310, 2.485, -1.236)
H (1.265, 1.390, -2.065)
H (2.413, -2.595, 0.510)
H (-0.220, -1.888, 0.791)
H (-0.669, 1.279, 0.822)
H (-3.672, 1.004, 1.364)
H (-2.959, 1.433, -0.149)
H (2.872, 0.431, 1.810)
H (2.084, 2.045, 1.636)
H (3.476, 1.789, 1.078)
H (-4.129, -1.272, -0.127)
H (-4.704, -0.031, -1.146)
H (-5.358, -0.236, 0.370)

**Net charge**: +2
**Orbital gap**: 8.99 eV
**SMILES**: C=C/C(=C/C=N/C[NH3+])C(=C)[NH3+]
**LUMO**: -6.54 eV

Verdict on stability: (b) comes out at the bottom.

(a)
Computed, not measured: C27H58EuNP3 as an isolated structure, with ωB97M-V/def2-TZVPD.

CARTESIAN COORDINATES (ANGSTROEM)
P (0.134, -2.710, -5.225)
P (0.170, 1.286, -4.726)
C (-0.399, -1.248, -6.162)
C (0.486, 0.018, -6.059)
H (-1.465, -1.042, -5.934)
H (-0.393, -1.609, -7.202)
H (1.562, -0.231, -6.084)
H (0.265, 0.582, -6.984)
C (-1.352, 2.007, -5.457)
H (-1.806, 2.737, -4.779)
H (-2.095, 1.232, -5.685)
H (-1.052, 2.508, -6.383)
C (1.378, 2.558, -5.130)
H (0.993, 3.151, -5.970)
H (2.327, 2.095, -5.422)
H (1.548, 3.220, -4.275)
C (-1.126, -3.956, -5.520)
H (-1.200, -4.660, -4.681)
H (-0.871, -4.505, -6.435)
H (-2.093, -3.450, -5.652)
C (1.770, -3.247, -5.739)
H (2.469, -2.401, -5.740)
H (1.691, -3.651, -6.757)
H (2.158, -4.025, -5.066)
Eu (1.079, -0.550, 1.133)
C (-0.111, 1.102, -2.900)
C (-1.562, 0.930, -2.860)
C (-2.087, -0.309, -3.354)
C (-2.086, -1.561, -2.383)
C (-1.155, -2.559, -2.880)
C (0.191, -2.396, -3.439)
C (1.138, -1.187, -2.996)
C (0.564, -0.089, -2.086)
C (0.636, -2.930, 1.444)
H (0.218, 2.053, -2.450)
H (-2.188, 1.802, -2.709)
H (-1.398, -0.623, -4.170)
H (-3.088, -0.196, -3.810)
H (-1.947, -1.250, -1.336)
H (-3.107, -1.980, -2.423)
H (-1.550, -3.576, -2.967)
H (0.714, -3.342, -3.156)
H (1.601, -0.717, -3.883)
H (2.018, -1.629, -2.493)
H (-0.157, -0.539, -1.378)
H (1.360, 0.375, -1.461)
H (1.462, -3.465, 1.935)
H (0.410, -3.267, 0.415)
H (-0.271, -2.967, 2.060)
C (0.146, -1.835, 4.922)
C (0.879, -0.484, 5.036)
C (0.875, -0.045, 6.502)
C (2.315, -0.705, 4.530)
P (0.031, 0.802, 3.966)
N (-0.351, 0.113, 2.590)
C (-1.620, 1.330, 4.699)
C (-1.404, 2.353, 5.826)
C (-2.482, 1.915, 3.561)
C (-2.357, 0.098, 5.257)
C (1.151, 2.281, 3.616)
C (1.857, 2.734, 4.905)
C (2.200, 1.940, 2.524)
C (0.312, 3.454, 3.071)
H (0.730, -2.576, 5.489)
H (0.074, -2.163, 3.877)
H (-0.861, -1.818, 5.343)
H (1.452, -0.781, 7.077)
H (1.345, 0.928, 6.666)
H (-0.132, -0.031, 6.929)
H (2.338, -1.115, 3.497)
H (2.938, 0.195, 4.598)
H (2.773, -1.465, 5.182)
H (-0.995, 3.304, 5.462)
H (-2.394, 2.555, 6.265)
H (-0.760, 1.951, 6.621)
H (-2.417, 1.270, 2.675)
H (-3.528, 1.942, 3.902)
H (-2.183, 2.931, 3.284)
H (-2.465, -0.685, 4.491)
H (-1.876, -0.307, 6.158)
H (-3.367, 0.430, 5.548)
H (2.564, 1.994, 5.294)
H (2.437, 3.633, 4.656)
H (1.145, 3.017, 5.692)
H (1.751, 1.876, 1.506)
H (2.883, 2.799, 2.498)
H (2.824, 1.055, 2.736)
H (-0.283, 3.171, 2.192)
H (-0.341, 3.914, 3.822)
H (1.015, 4.237, 2.750)

**Net charge**: 0
**Spin multiplicity**: 8
**Orbital gap (alpha / beta)**: 4.25 / 4.22 eV
**Expectation value of S²**: 15.762
**LUMO (alpha / beta)**: 0.04 / 0.00 eV

(b)
Computed, not measured: C27H58EuNP3 as an isolated structure, with ωB97M-V/def2-TZVPD.

CARTESIAN COORDINATES (ANGSTROEM)
P (-4.672, 0.630, -3.281)
P (-4.550, -0.871, 0.453)
C (-5.719, -0.299, -2.123)
C (-5.589, 0.149, -0.637)
H (-5.585, -1.391, -2.254)
H (-6.735, -0.050, -2.478)
H (-5.293, 1.210, -0.521)
H (-6.590, 0.061, -0.188)
C (-5.538, -2.402, 0.646)
H (-5.040, -3.129, 1.301)
H (-5.677, -2.888, -0.332)
H (-6.524, -2.164, 1.064)
C (-4.513, -0.020, 2.041)
H (-5.364, -0.379, 2.643)
H (-4.624, 1.065, 1.883)
H (-3.565, -0.204, 2.568)
C (-4.904, 0.206, -5.047)
H (-4.080, 0.587, -5.663)
H (-5.838, 0.643, -5.423)
H (-4.965, -0.878, -5.197)
C (-5.257, 2.365, -3.216)
H (-5.532, 2.649, -2.194)
H (-6.155, 2.462, -3.841)
H (-4.497, 3.067, -3.580)
Eu (0.447, 1.182, 0.752)
C (-3.028, -1.416, -0.332)
C (-2.680, -2.455, -1.286)
C (-2.690, -2.364, -2.726)
C (-1.448, -1.525, -3.203)
C (-1.830, -0.214, -3.647)
C (-2.909, 0.609, -3.065)
C (-2.493, 0.966, -1.554)
C (-2.105, -0.117, -0.507)
C (1.039, 2.065, -1.391)
H (-2.588, -1.843, 0.604)
H (-2.025, -3.223, -0.865)
H (-3.637, -1.971, -3.143)
H (-2.550, -3.375, -3.139)
H (-0.660, -1.413, -2.425)
H (-1.018, -2.071, -4.060)
H (-1.342, 0.207, -4.524)
H (-2.747, 1.556, -3.640)
H (-3.298, 1.565, -1.088)
H (-1.618, 1.648, -1.659)
H (-1.095, -0.520, -0.673)
H (-2.084, 0.376, 0.497)
H (1.542, 3.037, -1.484)
H (0.173, 2.065, -2.069)
H (1.721, 1.249, -1.697)
C (4.695, 1.455, -0.595)
C (4.530, 1.523, 0.933)
C (5.924, 1.534, 1.569)
C (3.831, 2.858, 1.234)
P (3.525, 0.077, 1.565)
N (2.241, -0.052, 0.646)
C (4.503, -1.546, 1.423)
C (5.490, -1.695, 2.597)
C (3.467, -2.686, 1.370)
C (5.276, -1.589, 0.093)
C (2.891, 0.373, 3.316)
C (4.017, 0.940, 4.191)
C (1.691, 1.366, 3.391)
C (2.396, -0.958, 3.914)
H (5.125, 2.415, -0.922)
H (3.725, 1.315, -1.081)
H (5.376, 0.662, -0.915)
H (6.426, 2.439, 1.198)
H (5.895, 1.596, 2.660)
H (6.530, 0.672, 1.272)
H (2.916, 2.985, 0.632)
H (3.619, 3.019, 2.298)
H (4.531, 3.649, 0.922)
H (5.005, -1.774, 3.576)
H (6.077, -2.618, 2.460)
H (6.212, -0.870, 2.640)
H (2.674, -2.413, 0.667)
H (3.941, -3.609, 1.005)
H (3.011, -2.900, 2.342)
H (4.609, -1.376, -0.749)
H (6.137, -0.911, 0.068)
H (5.673, -2.607, -0.059)
H (4.296, 1.965, 3.919)
H (3.628, 0.976, 5.219)
H (4.914, 0.310, 4.204)
H (0.708, 0.868, 3.229)
H (1.654, 1.743, 4.424)
H (1.801, 2.265, 2.755)
H (1.659, -1.466, 3.276)
H (3.213, -1.651, 4.143)
H (1.893, -0.719, 4.864)

**Net charge**: 0
**Spin multiplicity**: 8
**Orbital gap (alpha / beta)**: 3.71 / 3.63 eV
**Expectation value of S²**: 15.762
**LUMO (alpha / beta)**: -0.23 / -0.30 eV

Verdict on stability: (b) comes out at the bottom.